(A)
Formula: C17H24N2O3
Source: the OMol25 dataset
Level of theory: wB97M-V/def2-TZVPD

Geometry (Å):
O1 -1.5197 -0.5593 1.5348
O2 1.9459 1.2572 -2.5289
O3 -3.7182 -0.4930 1.0860
N1 -0.0100 -2.0746 -2.4376
N2 2.2631 0.3973 -0.4422
C1 2.1425 0.3122 -1.7985
C2 -0.6569 -0.7836 -2.5832
C3 1.5899 2.7236 -0.0646
C4 1.2601 -2.0899 -1.7318
C5 -1.5348 -2.6046 -0.5256
C6 1.9940 1.4777 0.4047
C7 2.2944 -1.1148 -2.3090
C8 1.8362 2.2879 2.6663
C9 2.1132 1.2675 1.7774
C10 -1.8538 1.4936 2.8022
C11 -1.7487 -0.0239 2.8384
C12 1.3122 3.7368 0.8349
C13 -1.2043 -0.2200 -1.2683
C14 1.4333 3.5281 2.1984
C15 -0.9534 -3.0278 -1.8829
C16 -2.1803 -1.2165 -0.6302
C17 -2.5879 -0.7179 0.7422
H1 3.2940 -1.4655 -2.0405
H2 -0.8898 -0.3448 3.4319
H3 -0.4584 -3.9976 -1.7875
H4 2.4223 0.2984 2.1459
H5 1.6502 -3.1080 -1.8430
H6 -1.7111 0.7267 -1.4607
H7 -0.7462 -2.5776 0.2283
H8 -2.2787 -3.3361 -0.2055
H9 0.9969 4.7001 0.4631
H10 0.0361 -0.0762 -3.0342
H11 -3.0864 -1.2840 -1.2405
H12 2.5070 -0.4552 0.0442
H13 -0.9619 1.9233 2.3514
H14 1.9315 2.1128 3.7278
H15 2.2151 -1.1027 -3.3958
H16 1.2138 4.3243 2.8934
H17 -2.7233 1.7895 2.2208
H18 1.4955 2.8881 -1.1245
H19 -2.6679 -0.4598 3.2433
H20 1.1449 -1.9021 -0.6505
H21 -0.3863 -0.0241 -0.5743
H22 -1.4851 -0.9272 -3.2844
H23 -1.9605 1.8749 3.8136
H24 -1.7683 -3.1331 -2.6051

Output
gap between HOMO and LUMO	9.0	eV
LUMO level	0.022	hartree
SMILES string	CCOC(=O)C1CCN(CCC(=O)Nc2ccccc2)CC1

Atom charges from the natural (NBO) analysis, given in e for atoms 1 to 8:
1. O -0.524
2. O -0.606
3. O -0.600
4. N -0.444
5. N -0.634
6. C 0.693
7. C -0.237
8. C -0.279

***

(B)
Formula: C17H24N2O3
Source: the OMol25 dataset
Level of theory: wB97M-V/def2-TZVPD

Geometry (Å):
O1 1.0745 2.4071 -1.8569
O2 -1.2646 0.6358 -0.1289
O3 -3.7447 -3.4334 -0.0234
N1 1.5788 1.1833 0.1536
N2 -2.4811 -1.4678 -0.3218
C1 0.6929 1.8595 -0.8499
C2 -0.7811 2.1080 -0.1741
C3 -4.5290 -0.6419 0.6915
C4 2.8511 0.8362 -0.5268
C5 1.0436 -0.9990 0.9887
C6 -3.4843 2.0052 0.7126
C7 1.2114 0.4309 1.0970
C8 -2.5752 0.7038 0.1608
C9 1.9021 -1.4795 -0.2106
C10 -5.3249 0.4271 0.9674
C11 -3.3591 -0.3630 0.2359
C12 3.7264 1.6141 -0.0975
C13 -4.7176 1.5428 1.2246
C14 -2.8752 -2.9691 -0.5988
C15 -1.6392 -3.5713 -1.3214
C16 3.1732 -0.9268 -0.2671
C17 5.1697 1.5385 -0.6772
H1 3.6408 -0.7852 0.5077
H2 -1.4542 -3.2904 -2.1763
H3 1.3235 -1.6194 2.0631
H4 -0.6599 -3.5821 -0.4883
H5 -1.6241 -1.3171 -1.0338
H6 1.4705 -1.4888 -1.0743
H7 0.1863 -1.4468 1.0551
H8 3.8650 -1.1461 -0.7972
H9 -1.2866 2.7618 -0.7912
H10 -1.7965 -4.7222 -1.2021
H11 4.9424 1.6325 -1.8293
H12 -2.8749 2.8404 0.9930
H13 -0.6775 2.4479 0.7489
H14 3.4255 2.7661 -0.2794
H15 3.9020 1.8011 0.8833
H16 5.7398 2.3456 -0.4120
H17 -6.3886 0.4268 1.4342
H18 5.7401 0.5587 -0.6406
H19 -5.1370 -1.6885 0.4719
H20 2.1253 0.6372 1.9306
H21 2.1538 -2.6536 -0.1555
H22 2.7296 1.0284 -1.6253
H23 0.2842 0.7400 1.6937
H24 -5.2773 2.3130 1.5457

Output
gap between HOMO and LUMO	8.7	eV
LUMO level	0.022	hartree
SMILES string	CC[C@H]1CCCCN1C(=O)COc1ccccc1NC(C)=O

Atom charges from the natural (NBO) analysis, given in e for atoms 1 to 8:
1. O -0.569
2. O -0.504
3. O -0.546
4. N -0.479
5. N -0.733
6. C 0.700
7. C -0.129
8. C -0.192

***

Short version: (B) is the least stable of them.

***

(A)
Formula: C7H12N3O2
Source: the OMol25 dataset
Level of theory: wB97M-V/def2-TZVPD

Geometry (Å):
O1 0.2392 3.1134 2.1319
O2 0.0143 0.9554 2.3248
N1 1.9080 0.1753 -1.1783
N2 -0.2673 2.1188 1.7246
N3 0.0511 -1.3430 2.5705
C1 -1.0437 1.9865 0.5180
C2 -1.6214 -0.2690 1.1972
C3 -0.5864 -0.2946 2.0164
C4 -2.2071 0.9255 0.7261
C5 -0.0129 1.4139 -0.4694
C6 1.4324 -1.0338 -1.8755
C7 0.9719 0.6173 -0.0435
H1 2.0036 -1.2020 -2.7836
H2 0.3353 -0.8384 -2.0499
H3 1.9589 0.8875 -1.9483
H4 -1.2884 2.9846 0.4002
H5 0.7351 -1.2851 3.3076
H6 -0.2502 1.7357 -1.4689
H7 -2.0047 -1.1307 0.7353
H8 2.8287 -0.1588 -0.7933
H9 -2.8894 0.8788 -0.2842
H10 1.6792 -1.9460 -1.4020
H11 -2.8991 1.3714 1.5146
H12 -0.1520 -2.2292 2.2367

Output
gap between HOMO and LUMO (alpha / beta)	6.4 / 6.4	eV
total charge	+1
LUMO level (alpha / beta)	-0.195 / -0.195	hartree

Atom charges from the natural (NBO) analysis, given in e for atoms 1 to 8:
1. O -0.140
2. O -0.258
3. N -0.563
4. N 0.594
5. N -0.809
6. C -0.124
7. C -0.396
8. C 0.528

***

(B)
Formula: C7H12N3O2
Source: the OMol25 dataset
Level of theory: wB97M-V/def2-TZVPD

Geometry (Å):
O1 -0.6043 -1.3820 -1.2437
O2 -3.2350 2.2064 -0.6271
N1 0.8699 -1.6213 1.1145
N2 -0.4717 2.2263 0.0706
N3 0.9091 0.7043 1.2936
C1 -1.1097 1.2880 -0.5658
C2 0.8502 1.9635 0.6181
C3 -2.4449 1.4400 -1.1177
C4 0.5218 -0.4267 0.6249
C5 -0.7460 -1.3362 -2.6609
C6 -0.1083 -0.3247 -0.6134
C7 1.7077 -1.8448 2.2641
H1 0.0670 -0.7777 -3.1259
H2 -0.7289 -2.3712 -2.9970
H3 2.4021 -1.0144 2.3844
H4 2.2811 -2.7592 2.1149
H5 1.1150 -1.9572 3.1762
H6 1.5522 1.9237 -0.2314
H7 0.8492 0.6870 2.3010
H8 1.1378 2.7664 1.2961
H9 -0.9013 3.1426 0.1777
H10 0.4806 -2.4287 0.6480
H11 -1.7032 -0.8897 -2.9359
H12 -2.6902 0.7856 -1.9653

Output
gap between HOMO and LUMO (alpha / beta)	6.7 / 6.7	eV
total charge	+1
LUMO level (alpha / beta)	-0.186 / -0.186	hartree
SMILES string	C/[NH+]=C1\NCNC(C=O)=C1OC

Atom charges from the natural (NBO) analysis, given in e for atoms 1 to 8:
1. O -0.519
2. O -0.423
3. N -0.543
4. N -0.481
5. N -0.586
6. C 0.267
7. C -0.063
8. C 0.323

***

Short version: (A) is the least stable of them.

***

(A)
Formula: C2H11N2O2
Source: the OMol25 dataset
Level of theory: wB97M-V/def2-TZVPD

Geometry (Å):
O1 2.6748 -0.4197 0.8621
O2 -2.1870 -0.8229 -1.6545
N1 -0.0342 0.0960 0.5743
N2 1.2304 1.4329 -0.7425
C1 0.0402 1.2563 -0.1464
C2 -1.2872 -0.5655 0.9486
H1 0.6775 -0.5944 0.4732
H2 1.4217 2.2207 -1.3781
H3 -1.2848 -0.7508 2.1169
H4 -2.9687 -1.2314 -1.1968
H5 3.6046 -0.2268 0.5141
H6 1.9535 0.6992 -0.5041
H7 2.7169 -0.4672 1.7351
H8 -1.5080 -1.5475 0.3464
H9 -0.8041 1.9633 -0.2422
H10 -2.2452 0.1223 0.8516
H11 -2.0005 -1.1646 -2.5578

Output
gap between HOMO and LUMO	10.9	eV
total charge	+1
LUMO level	-0.125	hartree

Atom charges from the natural (NBO) analysis, given in e for atoms 1 to 8:
1. O -0.963
2. O -0.990
3. N -0.538
4. N -0.734
5. C 0.410
6. C -0.451
7. H 0.432
8. H 0.440

***

(B)
Formula: C2H11N2O2
Source: the OMol25 dataset
Level of theory: wB97M-V/def2-TZVPD

Geometry (Å):
O1 0.4225 -1.3888 -3.2388
O2 1.0802 2.9485 -0.2710
N1 0.4461 0.0351 -0.5340
N2 -1.3369 -1.0659 2.4614
C1 -0.4877 -0.1084 1.6893
C2 -0.2531 -0.5775 0.4236
H1 -0.5266 -1.5878 0.1185
H2 -1.0153 -1.2879 3.4070
H3 0.4661 1.0454 -0.6169
H4 -0.4956 0.9222 2.0063
H5 -0.0071 -2.1106 -2.7535
H6 0.9392 -0.4876 -1.2348
H7 -1.3718 -1.9968 2.0363
H8 1.1488 -1.8396 -3.6511
H9 -2.3134 -0.7641 2.3920
H10 1.6950 3.5913 -0.6034
H11 0.4472 3.3330 0.3174

Output
gap between HOMO and LUMO	9.2	eV
total charge	+1
LUMO level	-0.125	hartree

Atom charges from the natural (NBO) analysis, given in e for atoms 1 to 8:
1. O -0.934
2. O -0.968
3. N -0.764
4. N -0.672
5. C -0.265
6. C 0.080
7. H 0.185
8. H 0.444

***

(C)
Formula: C2H11N2O2
Source: the OMol25 dataset
Level of theory: wB97M-V/def2-TZVPD

Geometry (Å):
O1 -0.0716 0.6668 1.5815
O2 2.9523 3.2000 0.4092
N1 -2.6143 0.0487 -0.6340
N2 -0.5378 -1.0305 -0.4329
C1 0.4605 -2.0457 -0.7428
C2 -1.7132 -0.8972 -0.9671
H1 0.2527 -2.1999 -1.7917
H2 0.5211 1.5026 1.5974
H3 3.3064 3.2886 1.2574
H4 0.1935 -2.9052 -0.0938
H5 -0.1536 -0.1678 0.0940
H6 1.5047 -2.0138 -0.4016
H7 3.7850 3.1623 -0.1222
H8 0.0482 0.4189 2.5066
H9 -3.5429 -0.1072 -0.5834
H10 -2.0768 -1.7458 -1.6470
H11 -2.3141 0.8253 -0.0297

Output
gap between HOMO and LUMO	11.1	eV
total charge	+1
LUMO level	-0.122	hartree

Atom charges from the natural (NBO) analysis, given in e for atoms 1 to 8:
1. O -0.973
2. O -0.942
3. N -0.733
4. N -0.504
5. C -0.445
6. C 0.395
7. H 0.225
8. H 0.511

***

Short version: (B) is the least stable of them.